[1]
{"formula": "C30H84F3O15Y", "method": "ωB97M-V/def2-TZVPD", "charge": 2, "homo_energy_ev": -13.29, "orbital_gap_ha": 0.1929, "lumo_ev": -8.0, "max_force_ev_per_a": 6.60, "energy_ha": -2659.29333, "symbols": ["Y", "C", "O", "O", "C", "F", "F", "F", "C", "C", "H", "H", "H", "H", "H", "H", "C", "C", "O", "H", "H", "H", "H", "H", "H", "C", "C", "O", "H", "H", "H", "H", "H", "H", "C", "C", "O", "H", "H", "H", "H", "H", "H", "C", "C", "O", "H", "H", "H", "H", "H", "H", "C", "C", "O", "H", "H", "H", "H", "H", "H", "C", "C", "O", "H", "H", "H", "H", "H", "H", "C", "C", "O", "H", "H", "H", "H", "H", "H", "C", "C", "O", "H", "H", "H", "H", "H", "H", "C", "C", "O", "H", "H", "H", "H", "H", "H", "C", "C", "O", "H", "H", "H", "H", "H", "H", "C", "C", "O", "H", "H", "H", "H", "H", "H", "C", "C", "O", "H", "H", "H", "H", "H", "H", "C", "C", "O", "H", "H", "H", "H", "H", "H"], "coordinates": [[2.94112, -7.45663, 9.80559], [1.35458, -4.12253, 10.67459], [0.54641, -4.18633, 9.49432], [2.03850, -5.34466, 10.56553], [2.18411, -2.75580, 10.79047], [2.84612, -2.29727, 9.72476], [1.36114, -1.79167, 11.08921], [3.09744, -2.78714, 11.83586], [-0.60047, -3.30697, 9.49218], [-1.25987, -3.42810, 8.15585], [-1.64824, -4.44358, 8.07802], [-2.07297, -2.70840, 8.06100], [-0.59072, -3.38978, 7.29628], [-0.24304, -2.27757, 9.51790], [-1.40126, -3.51021, 10.20319], [0.66763, -4.25495, 11.51046], [-4.24056, -6.39799, 5.29778], [-3.54115, -6.18708, 6.60574], [-4.35217, -6.68574, 7.57592], [-5.22761, -5.93756, 5.34052], [-4.33957, -7.46991, 5.12666], [-3.69148, -6.05174, 4.42216], [-3.31401, -5.12101, 6.60250], [-2.57964, -6.68427, 6.47771], [-3.98071, -6.35243, 8.39599], [-0.04476, -8.50972, 6.91949], [-0.05890, -7.09703, 7.46743], [1.05124, -6.78874, 8.30459], [-0.88036, -8.68926, 6.24299], [-0.08493, -9.26087, 7.70832], [0.89146, -8.67276, 6.38563], [-0.97054, -6.91684, 8.03711], [-0.08607, -6.37725, 6.64933], [0.79668, -5.92678, 8.64197], [-0.53822, 2.31097, 8.54514], [-1.06976, 0.87478, 8.69358], [-2.43946, 0.96215, 9.08908], [-1.18845, 2.96998, 7.96980], [0.43867, 2.21850, 8.07056], [-0.33092, 2.76507, 9.51412], [-0.50539, 0.30609, 9.43261], [-0.97527, 0.39621, 7.71882], [-2.95286, 1.13954, 8.29754], [1.12726, -2.44854, 14.72748], [1.34643, -0.97949, 14.37167], [0.97166, -0.11086, 15.44803], [1.18083, -2.96084, 13.76688], [0.13360, -2.60621, 15.14688], [1.79611, -2.89820, 15.46133], [0.78634, -0.67718, 13.48680], [2.40924, -0.80595, 14.20306], [0.01934, 0.00384, 15.40890], [5.08243, -3.06408, 14.51804], [5.37426, -4.07879, 15.58946], [5.64301, -5.26224, 14.95708], [5.96953, -2.81689, 13.93492], [4.70559, -2.09568, 14.84711], [4.32271, -3.47289, 13.85186], [4.51479, -4.15938, 16.25499], [6.24250, -3.71467, 16.13871], [6.54599, -5.32262, 14.63679], [-3.82222, -2.37485, 5.68627], [-5.13575, -2.69397, 5.04353], [-4.88007, -2.79204, 3.65341], [-3.79214, -2.29015, 6.77256], [-3.44615, -1.43182, 5.28960], [-3.00177, -3.05345, 5.45289], [-5.87197, -1.90572, 5.20081], [-5.67383, -3.57858, 5.38416], [-5.72941, -2.91642, 3.22360], [2.78857, -0.00193, 5.81018], [2.94200, -1.41962, 6.22504], [3.80664, -2.01160, 5.30744], [3.72951, 0.54274, 5.73219], [2.11808, 0.55182, 6.46737], [2.37737, -0.02119, 4.80091], [2.00839, -1.98209, 6.23518], [3.28864, -1.54951, 7.25026], [3.31408, -2.39825, 4.57979], [5.89821, -4.38066, 10.68473], [5.26003, -5.57099, 11.37615], [5.13851, -6.64829, 10.43466], [5.33117, -4.11981, 9.79113], [6.88397, -4.59659, 10.27273], [6.06074, -3.47274, 11.26556], [4.35969, -5.39900, 11.96599], [5.92057, -5.86708, 12.19108], [6.01051, -7.03179, 10.31573], [-2.58998, -1.77942, 13.47292], [-2.28409, -0.73099, 12.40450], [-3.11491, -0.87427, 11.25776], [-2.60813, -2.81721, 13.14009], [-3.47279, -1.44322, 14.01671], [-1.81741, -1.74622, 14.24112], [-1.25029, -0.86255, 12.08505], [-2.45601, 0.30052, 12.71196], [-2.98566, -0.14341, 10.64888], [2.02752, -6.14751, 14.18993], [2.94227, -7.28829, 13.65150], [2.60714, -7.62032, 12.29719], [2.37793, -5.86378, 15.18231], [0.98063, -6.44941, 14.22133], [2.03416, -5.26641, 13.54828], [2.73460, -8.21518, 14.18615], [3.99879, -7.11367, 13.85490], [1.85328, -8.20526, 12.40277], [2.86400, -5.82772, 5.82892], [3.10687, -4.99310, 7.14093], [3.81674, -5.77524, 8.06259], [2.13999, -6.63347, 5.95001], [3.76954, -6.23680, 5.38087], [2.38274, -5.09114, 5.18554], [2.22196, -4.47643, 7.51253], [3.79112, -4.17824, 6.90446], [4.72155, -5.85019, 7.75068], [0.12223, -3.59876, 4.38354], [0.75344, -2.74741, 3.31081], [2.14600, -3.09882, 3.36393], [-0.96500, -3.61911, 4.30857], [0.31830, -3.28069, 5.40751], [0.34334, -4.65611, 4.23784], [0.55638, -1.70819, 3.57404], [0.36717, -2.95807, 2.31354], [2.26127, -3.61251, 2.56116], [-1.75776, -6.64430, 11.28256], [-2.95960, -5.74211, 11.34156], [-3.46780, -5.46745, 10.06023], [-1.17593, -6.65407, 12.20423], [-1.06571, -6.36726, 10.48731], [-1.94812, -7.70066, 11.09294], [-2.58015, -4.79089, 11.71480], [-3.77131, -6.08358, 11.98391], [-3.93757, -4.63244, 10.12089]]}

[2]
{"formula": "C38H41BrN6O4RuS2", "method": "ωB97M-V/def2-TZVPD", "charge": 1, "homo_energy_ev": [-10.60, -10.59], "relative_energy_kj_mol": 32.3, "multiplicity": 2, "orbital_gap_ha": [0.2837, 0.2716], "lumo_ev": [-2.9, -3.2], "max_force_ev_per_a": 0.94, "energy_ha": -5567.33909, "symbols": ["Ru", "C", "C", "N", "C", "C", "C", "S", "N", "C", "O", "C", "C", "C", "C", "C", "C", "H", "H", "H", "H", "H", "H", "H", "H", "H", "H", "H", "H", "H", "H", "H", "C", "O", "C", "C", "C", "Br", "C", "C", "C", "O", "C", "N", "C", "C", "C", "C", "C", "C", "N", "H", "H", "H", "H", "H", "H", "H", "H", "H", "H", "H", "C", "C", "N", "C", "C", "C", "S", "N", "C", "O", "C", "C", "C", "C", "C", "C", "H", "H", "H", "H", "H", "H", "H", "H", "H", "H", "H", "H", "H", "H", "H"], "coordinates": [[0.89962, -0.37464, 0.05427], [5.69548, 0.15213, 2.98793], [4.50683, -0.51581, 3.66274], [3.34370, 0.37073, 3.76062], [3.22696, 1.14453, 5.00927], [2.34654, 0.43539, 6.02407], [2.42725, 0.49925, 2.80763], [2.73306, -0.39433, 1.32743], [1.40562, 1.31539, 3.07293], [0.52806, 1.69368, 2.15864], [0.49638, 1.36645, 0.93355], [-0.52136, 2.65430, 2.59261], [-0.47273, 3.23464, 3.85766], [-1.45428, 4.13004, 4.24824], [-2.48792, 4.44966, 3.37795], [-2.54187, 3.87185, 2.11646], [-1.56101, 2.97694, 1.72262], [6.54362, -0.53230, 2.96809], [5.99585, 1.05108, 3.52755], [5.45754, 0.43167, 1.96183], [4.76217, -0.79850, 4.68356], [4.21462, -1.42515, 3.13907], [2.83122, 2.12718, 4.77199], [4.24067, 1.27119, 5.38893], [1.33721, 0.32010, 5.62971], [2.29533, 1.01692, 6.94467], [2.74167, -0.55188, 6.26909], [0.33780, 2.97600, 4.52452], [-1.41324, 4.58265, 5.23000], [-3.25272, 5.15176, 3.68381], [-3.34856, 4.12462, 1.44080], [-1.58940, 2.52024, 0.74270], [3.62326, -0.91130, -1.94033], [2.47641, -0.07433, -1.78833], [2.10837, 0.69124, -2.85538], [2.87884, 0.89513, -3.98063], [2.38877, 1.72337, -4.98796], [3.43928, 2.00044, -6.52765], [1.16593, 2.34181, -4.87506], [0.37525, 2.12364, -3.74245], [0.84374, 1.27396, -2.73821], [0.13043, 0.98558, -1.62539], [-0.93504, 2.76259, -3.57764], [-1.69496, 2.56840, -2.52221], [-2.83687, 3.33306, -2.71789], [-3.96827, 3.48640, -1.91962], [-4.96123, 4.32599, -2.37876], [-4.84060, 5.00112, -3.60566], [-3.72705, 4.85284, -4.40727], [-2.73176, 4.00429, -3.93467], [-1.50766, 3.61834, -4.46223], [4.51992, -0.30981, -2.09053], [3.47260, -1.59434, -2.77709], [3.71705, -1.47699, -1.01959], [3.84542, 0.42737, -4.09253], [0.82722, 2.99179, -5.67014], [-0.73564, 1.54600, -1.65414], [-4.05849, 2.95844, -0.97934], [-5.85569, 4.46952, -1.78760], [-5.64296, 5.64967, -3.93034], [-3.63818, 5.37084, -5.35266], [-1.11292, 3.92841, -5.33187], [-2.64906, -2.89442, 3.70882], [-1.36198, -3.55554, 3.23934], [-1.34459, -3.80141, 1.79403], [-1.83814, -5.11988, 1.36516], [-0.71403, -6.13381, 1.23662], [-0.90845, -2.92387, 0.89196], [-0.50742, -1.33916, 1.50108], [-0.94821, -3.31679, -0.38457], [-0.30461, -2.71943, -1.35750], [0.60730, -1.82878, -1.24949], [-0.61987, -3.13548, -2.75094], [-1.36722, -4.28321, -2.99760], [-1.64576, -4.66135, -4.30111], [-1.18645, -3.89249, -5.36178], [-0.44532, -2.74288, -5.12006], [-0.15731, -2.36836, -3.81825], [-2.63765, -2.79206, 4.79423], [-3.51820, -3.49330, 3.43325], [-2.76229, -1.90178, 3.27447], [-1.24503, -4.52992, 3.71355], [-0.49224, -2.95670, 3.50476], [-2.35622, -4.99788, 0.41819], [-2.56620, -5.43519, 2.11258], [-0.00666, -5.81976, 0.46911], [-1.11814, -7.10659, 0.95556], [-0.17630, -6.25161, 2.17882], [-1.72070, -4.87241, -2.16283], [-2.22107, -5.55773, -4.49116], [-1.40646, -4.18981, -6.37886], [-0.09022, -2.14193, -5.94715], [0.41915, -1.47576, -3.61795]]}